Model i:
A single C5H13NO2 molecule, computed with the ωB97M-V functional and the def2-TZVPD basis.

For the HOMO-LUMO gap, the calculation gives 10.13 eV. The molecular weight comes out at 119.16 g mol⁻¹. Its LUMO energy is 0.8442 eV.

Element x y z (Å)
1 C -0.43 -0.73 2.98
2 O -0.35 -0.79 1.57
3 C -0.95 0.28 0.76
4 C -0.59 -0.19 -0.64
5 O -1.71 -0.37 -1.49
6 C 0.46 0.64 -1.43
7 C 1.37 -0.34 -2.17
8 N 1.29 1.55 -0.67
9 H -1.31 -0.16 3.31
10 H -0.51 -1.75 3.34
11 H 0.48 -0.27 3.40
12 H -2.04 0.30 0.91
13 H -0.52 1.25 1.04
14 H -0.13 -1.18 -0.39
15 H -2.26 -1.08 -1.13
16 H -0.10 1.23 -2.17
17 H 1.95 -0.93 -1.45
18 H 2.07 0.20 -2.80
19 H 0.78 -1.02 -2.78
20 H 1.75 1.06 0.09
21 H 0.75 2.31 -0.29

Model ii:
A single C5H13NO2 molecule, computed with the ωB97M-V functional and the def2-TZVPD basis.

For the HOMO-LUMO gap, the calculation gives 10.08 eV. The molecular weight comes out at 119.16 g mol⁻¹. Its LUMO energy is 0.8486 eV.

Element x y z (Å)
1 N 2.58 0.64 -0.82
2 C 1.45 0.13 -0.04
3 C 1.03 1.06 1.17
4 O 0.33 0.38 2.19
5 C 0.29 -0.27 -0.90
6 C -0.96 -0.98 -0.15
7 C -2.32 -0.71 -0.80
8 O -3.35 -0.10 -0.01
9 H 3.37 0.92 -0.25
10 H 2.45 1.31 -1.53
11 H 1.75 -0.79 0.53
12 H 0.42 1.93 0.89
13 H 1.96 1.24 1.73
14 H 0.63 -0.51 2.46
15 H 0.40 -1.05 -1.64
16 H -0.19 0.53 -1.58
17 H -1.03 -0.52 0.86
18 H -0.84 -2.01 0.16
19 H -2.75 -1.68 -1.05
20 H -2.32 -0.15 -1.75
21 H -2.88 0.61 0.53

Verdict on stability: model ii comes out at the bottom.

Model i:
A 2-piece molecular cluster, C5H13NO2 overall, computed with the ωB97M-V functional and the def2-TZVPD basis.

For the HOMO-LUMO gap, the calculation gives 7.76 eV. The molecular weight comes out at 119.16 g mol⁻¹. Its LUMO energy is -1.1876 eV.

Element x y z (Å)
1 C -0.53 -1.75 -0.54
2 N 0.41 -1.02 0.32
3 C -0.03 0.34 0.65
4 C -0.65 1.16 -0.43
5 C -2.11 1.00 -0.50
6 O -2.80 -0.03 -0.07
7 C 1.10 1.02 1.43
8 H -0.35 -2.80 -0.52
9 H -1.56 -1.45 -0.27
10 H -0.41 -1.52 -1.57
11 H 0.56 -1.58 1.19
12 H -0.91 0.23 1.36
13 H -0.06 1.39 -1.36
14 H -1.78 1.80 0.32
15 H -2.58 1.45 -1.37
16 H 0.77 2.03 1.72
17 H 1.96 1.19 0.83
18 H 1.34 0.48 2.33
19 H 2.83 -0.50 -1.90
20 H 1.90 -0.76 -0.67
21 O 2.87 -0.68 -0.96

Model ii:
A 2-piece molecular cluster, C5H13NO2 overall, computed with the ωB97M-V functional and the def2-TZVPD basis.

For the HOMO-LUMO gap, the calculation gives 8.44 eV. The molecular weight comes out at 119.16 g mol⁻¹. Its LUMO energy is 0.7453 eV.

Element x y z (Å)
1 N 2.42 0.19 0.72
2 C 1.16 0.17 0.14
3 C 0.38 -0.89 0.38
4 C -1.03 -1.13 -0.12
5 C -1.80 0.20 -0.10
6 C -2.34 0.64 1.26
7 O -3.49 -0.14 1.60
8 H 2.74 -0.53 1.34
9 H 3.06 0.96 0.76
10 H 0.88 0.90 -0.61
11 H 0.75 -1.74 0.96
12 H -1.09 -1.55 -1.15
13 H -1.71 -1.60 0.61
14 H -2.64 0.44 -0.82
15 H -1.18 1.15 -0.29
16 H -1.69 0.22 2.08
17 H -2.61 1.71 1.30
18 H -3.73 -0.91 1.07
19 O 3.57 0.54 -3.03
20 H 4.03 1.27 -3.46
21 H 4.33 0.09 -2.63

Verdict on stability: model i comes out at the bottom.